Record 1
Formula: C27H26N3O6S
Source: OMol25
Level of theory: the ωB97M-V functional and the def2-TZVPD basis

The molar mass is 520.59 g mol⁻¹. The value obtained for the energy above the lowest of the compared OMol25 structures with the same formula, charge and spin is 62.66 kcal per mole. The calculation puts the orbital gap at 5.47 eV. As for the LUMO energy: 2.39 eV. Its total energy is -2058.184677 a.u. As for the charge: -1. The value obtained for the largest force on an atom is 5.10 eV/A. As for the SMILES: CCOC(=O)[C@](C)(/N=C/c1ccccc1)[C@@H]1C(=[N+]([O-])[O-])c2ccccc2N1S(=O)(=O)c1ccc(C)cc1. The HOMO energy is -3.1 eV.

Each line ends with the Mulliken charge.
Positions of all 63 atoms, in Å:
C: 1.066 -3.929 2.620  -1.139
C: 1.840 -2.636 2.661  -0.324
O: 0.871 -1.568 2.286  -0.099
C: 1.408 -0.371 2.036  0.005
C: 0.352 0.770 1.666  1.486
C: 0.405 1.731 2.785  -2.228
N: -0.889 0.023 1.511  0.062
C: -1.996 0.223 2.176  -0.463
C: -3.060 -0.790 2.361  0.547
C: -4.402 -0.415 2.611  -0.466
C: -5.380 -1.397 2.771  -0.535
C: -5.047 -2.751 2.686  -0.394
C: -3.729 -3.128 2.404  -0.472
C: -2.740 -2.153 2.226  -0.317
O: 2.626 -0.198 2.099  -0.648
H: 1.717 -4.734 2.961  0.424
H: 0.185 -3.880 3.269  0.262
H: 0.765 -4.158 1.592  0.246
H: 2.226 -2.384 3.658  0.290
H: 2.639 -2.584 1.917  0.347
H: 1.438 2.196 2.867  0.630
H: -0.365 2.491 2.603  0.423
H: 0.175 1.120 3.660  0.588
H: -2.257 1.210 2.623  0.108
H: -4.627 0.651 2.676  0.394
H: -6.400 -1.092 2.978  0.365
H: -5.812 -3.508 2.846  0.354
H: -3.458 -4.177 2.337  0.387
H: -1.701 -2.424 2.001  0.236
C: 0.501 -2.736 -4.948  -1.474
C: -0.026 -1.660 -4.041  1.086
C: -0.758 -0.586 -4.558  -0.625
C: -1.172 0.464 -3.733  -0.601
C: -0.856 0.435 -2.363  0.018
S: -1.169 1.896 -1.356  1.178
O: -1.479 2.939 -2.236  -0.706
O: -2.012 1.623 -0.185  -0.600
N: 0.285 2.272 -0.582  0.074
C: 1.329 2.837 -1.373  0.080
C: 1.304 3.305 -2.684  -0.659
C: 2.439 3.908 -3.250  -0.801
C: 3.619 4.009 -2.488  -0.619
C: 3.670 3.479 -1.204  -0.557
C: 2.521 2.830 -0.645  0.544
C: 2.257 2.145 0.587  -0.604
N: 3.219 2.389 1.588  1.024
O: 4.437 2.396 1.300  -0.762
O: 2.885 2.714 2.791  -0.724
C: 0.884 1.366 0.476  0.511
C: -0.280 -0.711 -1.816  0.328
C: 0.188 -1.721 -2.658  -1.067
H: 1.254 -3.343 -4.438  0.353
H: -0.296 -3.409 -5.288  0.299
H: 0.958 -2.302 -5.845  0.364
H: -0.989 -0.564 -5.625  0.360
H: -1.722 1.300 -4.153  0.468
H: 0.427 3.218 -3.304  0.370
H: 2.399 4.304 -4.285  0.337
H: 4.487 4.501 -2.950  0.325
H: 4.600 3.534 -0.651  0.431
H: 0.749 0.428 -0.008  -0.089
H: -0.230 -0.832 -0.732  0.321
H: 0.731 -2.568 -2.234  0.345


Record 2
Formula: C27H26N6O2
Source: OMol25
Level of theory: the ωB97M-V functional and the def2-TZVPD basis

The molar mass is 466.54 g mol⁻¹. The value obtained for the energy above the lowest of the compared OMol25 structures with the same formula, charge and spin is 0.41 kcal per mole. The calculation puts the orbital gap at 8.40 eV. As for the LUMO energy: 0.31 eV. Its total energy is -1523.501121 a.u. The value obtained for the largest force on an atom is 1.41 eV/A. As for the SMILES: Cc1cc2cc([C@@H](c3nnnn3Cc3ccco3)N3CCc4ccccc4C3)c(=O)[nH]c2cc1C. The HOMO energy is -8.1 eV.

Each line ends with the Mulliken charge.
Positions of all 61 atoms, in Å:
C: -5.181 -2.924 -0.059  -1.746
C: -4.143 -1.957 0.421  1.075
C: -2.821 -2.121 0.068  -1.059
C: -1.829 -1.234 0.499  0.628
C: -2.202 -0.158 1.322  0.261
C: -3.538 0.010 1.678  -1.135
C: -4.508 -0.869 1.237  1.154
C: -5.938 -0.666 1.629  -1.756
H: -6.047 0.217 2.253  0.393
H: -6.309 -1.529 2.180  0.355
H: -6.564 -0.547 0.745  0.336
H: -3.812 0.845 2.307  0.314
N: -1.230 0.696 1.766  0.225
C: 0.098 0.642 1.424  -0.255
O: 0.892 1.432 1.915  -0.761
C: 0.450 -0.418 0.483  -0.076
C: -0.463 -1.337 0.101  -0.852
H: -0.170 -2.165 -0.526  0.736
C: 1.867 -0.345 -0.031  1.389
N: 2.037 0.426 -1.268  0.116
C: 1.736 1.839 -1.134  -1.497
C: 0.258 2.124 -1.108  0.992
C: -0.254 3.177 -0.363  -0.464
C: -1.618 3.383 -0.282  -0.929
C: -2.485 2.524 -0.940  -0.488
C: -1.979 1.482 -1.692  -0.634
C: -0.608 1.280 -1.797  0.927
C: -0.089 0.144 -2.634  -1.251
C: 1.424 -0.113 -2.466  -1.038
H: 1.618 -1.188 -2.503  0.358
H: 1.960 0.348 -3.304  0.499
H: -0.292 0.366 -3.686  0.654
H: -0.659 -0.754 -2.385  0.229
H: -2.652 0.809 -2.205  0.395
H: -3.553 2.666 -0.865  0.438
H: -2.007 4.203 0.304  0.422
H: 0.426 3.822 0.173  0.411
H: 2.197 2.212 -0.217  0.416
H: 2.201 2.349 -1.988  0.466
C: 2.517 -1.666 -0.232  -1.418
N: 2.004 -2.874 -0.200  0.033
N: 2.998 -3.715 -0.462  -0.856
N: 4.084 -3.097 -0.656  -0.540
N: 3.838 -1.793 -0.524  0.940
C: 4.857 -0.791 -0.682  -0.788
C: 5.003 0.041 0.550  0.671
C: 5.007 1.393 0.729  -0.421
C: 5.168 1.605 2.120  -0.440
C: 5.244 0.368 2.679  -0.610
O: 5.149 -0.585 1.738  -0.418
H: 5.356 0.044 3.694  0.490
H: 5.210 2.547 2.626  0.429
H: 4.909 2.138 -0.033  0.543
H: 4.596 -0.138 -1.519  0.251
H: 5.780 -1.337 -0.904  0.390
H: 2.443 0.201 0.731  0.719
H: -1.494 1.449 2.391  0.287
H: -2.529 -2.951 -0.559  0.413
H: -4.729 -3.700 -0.671  0.395
H: -5.684 -3.398 0.784  0.352
H: -5.940 -2.413 -0.651  0.328


Record 3
Formula: C27H27AgN4O4SSe
Source: OMol25
Level of theory: the ωB97M-V functional and the def2-TZVPD basis

The molar mass is 690.43 g mol⁻¹. The calculation puts the orbital gap at 6.59 eV. As for the LUMO energy: 4.26 eV. Its total energy is -4511.732598 a.u. As for the charge: -2. The value obtained for the largest force on an atom is 2.98 eV/A. The HOMO energy is -2.3 eV.

Each line ends with the Mulliken charge.
Positions of all 65 atoms, in Å:
Ag: -0.899 -0.043 0.613  0.600
N: -0.041 -0.352 3.119  -0.361
C: -0.466 -1.706 3.471  -0.491
C: -0.081 -2.709 2.342  0.387
O: 0.459 -3.767 2.675  -0.766
O: -0.368 -2.342 1.172  -0.527
H: 0.975 -0.332 3.020  0.039
H: -0.294 0.302 3.864  0.218
H: -1.569 -1.702 3.555  0.309
H: -0.039 -2.066 4.420  0.299
O: 1.199 0.259 -0.218  -1.088
S: 1.512 -1.197 -0.248  1.440
C: 2.969 -1.357 -1.321  0.475
C: 3.476 -2.617 -1.584  -0.405
C: 4.577 -2.754 -2.411  -0.763
C: 5.171 -1.633 -2.966  -0.330
C: 4.648 -0.376 -2.712  -0.703
C: 3.543 -0.237 -1.888  -0.381
C: 2.736 -1.277 1.133  0.476
C: 3.134 -2.471 1.711  0.063
C: 4.115 -2.460 2.694  -0.872
C: 4.702 -1.269 3.093  -0.357
C: 4.288 -0.076 2.527  -0.614
C: 3.303 -0.087 1.554  -0.501
H: 2.990 -3.492 -1.146  0.370
H: 4.969 -3.745 -2.634  0.336
H: 6.031 -1.740 -3.622  0.336
H: 5.102 0.504 -3.169  0.354
H: 3.087 0.734 -1.689  0.354
H: 2.660 -3.410 1.423  0.394
H: 4.430 -3.398 3.150  0.371
H: 5.483 -1.270 3.851  0.345
H: 4.730 0.867 2.839  0.362
H: 2.949 0.839 1.097  0.291
N: -1.410 -2.385 -1.895  -0.283
C: -0.214 -2.299 -2.554  0.991
O: 0.575 -1.365 -2.287  -0.698
C: 0.043 -3.258 -3.582  0.233
C: 1.218 -3.244 -4.316  0.192
N: 2.189 -3.286 -4.960  -0.742
C: -0.888 -4.218 -3.926  -0.083
N: -1.673 -5.028 -4.224  -0.686
H: -1.907 -3.280 -1.899  0.249
H: -1.437 -1.887 -0.996  -0.026
C: -4.850 6.335 -0.770  -1.380
C: -4.464 4.959 -0.309  0.709
C: -5.132 3.837 -0.768  -1.013
C: -4.792 2.560 -0.349  0.845
C: -5.541 1.380 -0.871  -1.488
C: -3.737 2.388 0.561  0.054
Se: -3.286 0.624 1.188  -0.468
C: -3.057 3.520 1.042  1.187
C: -1.925 3.381 2.006  -1.356
C: -3.431 4.778 0.600  -0.997
H: -5.519 6.277 -1.643  0.334
H: -3.957 6.917 -1.050  0.324
H: -5.372 6.885 0.028  0.271
H: -5.945 3.951 -1.488  0.186
H: -6.239 1.676 -1.666  0.357
H: -6.106 0.899 -0.056  0.281
H: -4.835 0.630 -1.257  0.307
H: -1.051 2.927 1.505  0.120
H: -2.200 2.698 2.827  0.319
H: -1.644 4.358 2.413  0.347
H: -2.891 5.644 0.980  0.257